Record 1
ORCA calculation (ωB97M-V/def2-TZVPD) on C30H30BrN6NaO8SSi as an isolated structure at a distorted geometry.

XYZ file:
```
78
C30H30BrN6NaO8SSi (ωB97M-V/def2-TZVPD)
Na 0.7965 0.5921 0.7269
C 0.6322 4.1563 3.2560
C 0.3980 4.2965 1.7732
C 0.5731 5.5217 1.1383
C 0.3176 5.5810 -0.2364
C -0.0979 4.4600 -0.9082
C -0.2635 3.2213 -0.2015
N -0.0035 3.1939 1.1416
N -0.6294 2.0729 -0.7676
Si -1.2927 1.7351 -2.2758
C -0.0891 1.8535 -3.7370
C -1.9640 -0.0310 -2.2516
C -2.7422 2.8645 -2.7643
H -0.3127 4.2613 3.7980
H 1.3192 4.9213 3.6244
H 1.0284 3.1660 3.4816
H 0.9075 6.3911 1.6911
H 0.4594 6.5147 -0.7743
H -0.2758 4.4754 -1.9778
H 0.8117 1.2586 -3.5496
H 0.2297 2.8871 -3.9120
H -0.5482 1.4813 -4.6611
H -1.3906 -0.6871 -2.9173
H -3.0123 -0.0759 -2.5679
H -1.8926 -0.4400 -1.2408
H -2.4154 3.9054 -2.8635
H -3.5256 2.8370 -1.9989
H -3.1867 2.5581 -3.7183
O -0.8362 -2.9268 0.5599
C -0.0258 -2.3525 -0.1877
O 0.5158 -1.2329 -0.0474
C 0.4178 -3.1231 -1.4310
C 0.1690 -4.4803 -1.5276
C 0.6255 -5.1783 -2.6356
C 1.3192 -4.5578 -3.6553
C 1.5453 -3.2012 -3.5388
C 1.1043 -2.4731 -2.4452
N 2.3070 -2.5320 -4.6016
O 2.5857 -3.1782 -5.5989
O 2.6243 -1.3769 -4.4315
N 0.3626 -6.6180 -2.7483
O -0.3648 -7.1322 -1.9247
O 0.8831 -7.2270 -3.6665
H -0.3716 -4.9779 -0.7347
H 1.6708 -5.1108 -4.5108
H 1.2955 -1.4118 -2.3606
N -0.2617 -1.3212 3.2548
C -0.9150 -0.3549 3.8949
S -0.1999 0.7226 4.9616
N -2.2793 -0.3804 3.6510
C -3.2024 0.6575 3.8455
C -4.4790 0.3525 4.3065
C -5.4349 1.3504 4.4496
C -5.1231 2.6647 4.1382
C -3.8476 2.9670 3.6687
C -2.8925 1.9776 3.5154
H 0.7683 -1.3384 3.2782
H -0.6869 -1.8072 2.4672
H -2.6546 -1.2654 3.3549
H -4.7207 -0.6740 4.5617
H -6.4242 1.0962 4.8129
H -5.8687 3.4443 4.2443
H -3.5969 3.9860 3.3962
H -1.9129 2.2134 3.1183
Br 2.8073 -4.3103 1.6712
C 3.5528 -3.0370 0.4754
C 4.1795 -3.6001 -0.6355
C 4.7612 -2.7954 -1.6000
C 4.7117 -1.4172 -1.4586
C 4.0794 -0.8669 -0.3560
C 3.4869 -1.6480 0.6400
C 2.7864 -0.8682 1.7813
O 2.5213 -1.4927 2.8260
O 2.5970 0.3559 1.5621
H 4.1950 -4.6770 -0.7385
H 5.2322 -3.2479 -2.4651
H 5.1482 -0.7728 -2.2128
H 4.0144 0.2058 -0.2302
```

max |F|	2.3	eV/Å
HOMO-LUMO gap	5.379	eV
net charge	-2

The molecule's Mulliken atomic charges, reported in e, are given here: number 1, Na, carries 0.9100; number 2, C, carries -1.1736; number 3, C, carries 0.3919; number 4, C, carries -0.6430; number 5, C, carries -0.6104; number 6, C, carries -0.3722; number 7, C, carries 0.3248; number 8, N, carries 0.2326; number 9, N, carries -0.0327; number 10, Si, carries -0.1677; number 11, C, carries -0.9949; number 12, C, carries -0.6999; number 13, C, carries -1.0942; number 14, H, carries 0.1331; number 15, H, carries 0.4457; number 16, H, carries 0.1364; number 17, H, carries 0.4109; number 18, H, carries 0.3497; number 19, H, carries 0.2555; number 20, H, carries 0.2261; number 21, H, carries 0.3324; number 22, H, carries 0.3190; number 23, H, carries 0.1256; number 24, H, carries 0.4914; number 25, H, carries -0.0186; number 26, H, carries 0.2982; number 27, H, carries 0.2932; number 28, H, carries 0.3373; number 29, O, carries -0.9786; number 30, C, carries -0.1815; number 31, O, carries -0.3167; number 32, C, carries 0.1306; number 33, C, carries -0.4012; number 34, C, carries -0.2960; number 35, C, carries -0.3897; number 36, C, carries -0.4406; number 37, C, carries 0.2433; number 38, N, carries 1.1138; number 39, O, carries -0.7015; number 40, O, carries -0.5940; number 41, N, carries 1.0518; number 42, O, carries -0.6265; number 43, O, carries -0.6521; number 44, H, carries 0.5869; number 45, H, carries 0.6051; number 46, H, carries 0.7960; number 47, N, carries -0.2476; number 48, C, carries 0.2655; number 49, S, carries -0.3696; number 50, N, carries -0.1021; number 51, C, carries -0.1952; number 52, C, carries -0.4938; number 53, C, carries -0.4611; number 54, C, carries -0.5794; number 55, C, carries -0.4211; number 56, C, carries 0.1666; number 57, H, carries 0.2410; number 58, H, carries 0.1060; number 59, H, carries 0.2355; number 60, H, carries 0.3757; number 61, H, carries 0.3259; number 62, H, carries 0.3553; number 63, H, carries 0.4038; number 64, H, carries 0.3693; number 65, Br, carries -0.1496; number 66, C, carries 0.2043; number 67, C, carries -0.6541; number 68, C, carries -0.5001; number 69, C, carries -0.6801; number 70, C, carries -0.4789; number 71, C, carries 0.8543; number 72, C, carries 0.4347; number 73, O, carries -0.8849; number 74, O, carries -0.9606; number 75, H, carries 0.4105; number 76, H, carries 0.3980; number 77, H, carries 0.3626; number 78, H, carries 0.5139

Record 2
ORCA calculation (ωB97M-V/def2-TZVPD) on C30H30CaN8O6STe as an isolated structure.

XYZ file:
```
77
C30H30CaN8O6STe (ωB97M-V/def2-TZVPD)
Ca -1.4529 0.6528 0.7763
O -4.2975 -1.2034 -2.5293
C -3.7334 -0.5337 -3.5470
C -3.9104 -1.0344 -4.8393
C -3.3470 -0.3903 -5.9255
C -2.5970 0.7667 -5.7420
C -2.4250 1.2675 -4.4619
C -2.9845 0.6439 -3.3505
C -2.7415 1.1737 -1.9694
O -3.1771 0.4640 -0.9787
N -2.0816 2.3014 -1.8781
N -1.8111 2.6019 -0.5446
C -1.4684 3.8061 -0.2959
C -1.1617 4.3181 1.0366
C -0.6459 5.6149 1.1251
C -0.3513 6.2291 2.3286
C -0.6125 5.5234 3.5077
C -1.1295 4.2480 3.4622
C -1.3998 3.5648 2.2377
O -1.8101 2.3540 2.2600
H -4.0238 -0.6794 -1.7068
H -4.4945 -1.9391 -4.9587
H -3.4887 -0.7959 -6.9213
H -2.1423 1.2662 -6.5885
H -1.8349 2.1570 -4.2850
H -1.4106 4.5152 -1.1274
H -0.4664 6.1492 0.1964
H 0.0606 7.2299 2.3552
H -0.4093 5.9827 4.4704
H -1.3434 3.7006 4.3749
O -1.9597 -1.0265 2.1710
C -2.3124 -2.2498 1.9923
C -2.9440 -2.9561 3.0571
C -3.3727 -4.2567 2.9439
C -3.1890 -4.9569 1.7489
C -2.5707 -4.3048 0.6993
C -2.1349 -2.9776 0.7725
C -1.4670 -2.3812 -0.3941
N -0.7238 -1.2902 -0.4417
C -0.2372 -1.1860 -1.7246
C -0.7108 -2.2084 -2.4802
N -1.4844 -2.9640 -1.6264
H -3.0813 -2.4009 3.9780
H -3.8528 -4.7393 3.7893
H -3.5054 -5.9872 1.6461
H -2.3977 -4.8711 -0.2101
H 0.4282 -0.3839 -2.0067
H -0.5925 -2.4517 -3.5208
H -2.0730 -3.7280 -1.8980
N 0.6540 0.6314 3.2482
C 1.0480 1.4547 2.2357
N 1.7359 2.5856 2.6113
O 0.8553 1.1933 1.0498
H 0.4380 1.0496 4.1361
H 0.1048 -0.1864 3.0027
H 1.4498 3.0285 3.4698
H 1.8467 3.2292 1.8410
C 2.7782 -3.3649 4.1077
N 3.4395 -3.2923 2.8228
C 2.9071 -2.4390 1.8480
N 3.6886 -2.3147 0.7333
O 1.8260 -1.9115 1.9963
H 2.8491 -4.3737 4.5192
H 1.7304 -3.1209 3.9483
H 3.1851 -2.6547 4.8357
H 4.4414 -3.3748 2.8308
H 4.6407 -2.6333 0.7932
H 3.5854 -1.4779 0.1518
Te 3.6449 1.0948 -0.9171
C 5.4343 0.7716 -1.9874
C 5.6772 0.7963 -3.3381
C 7.0235 0.5095 -3.7043
C 7.8260 0.2608 -2.6323
S 6.9117 0.3718 -1.1736
H 4.8926 1.0168 -4.0490
H 7.3803 0.4938 -4.7273
H 8.8783 0.0219 -2.6296
```

max |F|	0.4	eV/Å
HOMO-LUMO gap	5.368	eV
net charge	-2

The molecule's Mulliken atomic charges, reported in e, are given here: number 1, Ca, carries 1.6750; number 2, O, carries -0.7850; number 3, C, carries 0.3247; number 4, C, carries -0.6677; number 5, C, carries -0.2952; number 6, C, carries -0.7023; number 7, C, carries -0.4883; number 8, C, carries 0.2701; number 9, C, carries 0.9301; number 10, O, carries -0.9815; number 11, N, carries -0.9896; number 12, N, carries 0.5665; number 13, C, carries -0.8746; number 14, C, carries 0.7780; number 15, C, carries -0.6901; number 16, C, carries -0.6633; number 17, C, carries -0.3475; number 18, C, carries -0.5920; number 19, C, carries 0.6548; number 20, O, carries -0.9897; number 21, H, carries 0.3990; number 22, H, carries 0.4012; number 23, H, carries 0.3628; number 24, H, carries 0.3696; number 25, H, carries 0.4440; number 26, H, carries 0.2280; number 27, H, carries 0.2942; number 28, H, carries 0.3799; number 29, H, carries 0.3397; number 30, H, carries 0.3708; number 31, O, carries -0.6210; number 32, C, carries 0.4296; number 33, C, carries -0.7847; number 34, C, carries -0.3645; number 35, C, carries -0.7974; number 36, C, carries -0.9002; number 37, C, carries 0.3206; number 38, C, carries 0.4287; number 39, N, carries 0.2221; number 40, C, carries -0.5387; number 41, C, carries -1.0243; number 42, N, carries 0.1137; number 43, H, carries 0.3607; number 44, H, carries 0.3602; number 45, H, carries 0.3534; number 46, H, carries 0.2708; number 47, H, carries 0.4764; number 48, H, carries 0.4314; number 49, H, carries 0.2487; number 50, N, carries -0.1690; number 51, C, carries 0.2777; number 52, N, carries -0.4159; number 53, O, carries -0.2973; number 54, H, carries 0.2225; number 55, H, carries 0.2399; number 56, H, carries 0.2413; number 57, H, carries 0.2943; number 58, C, carries -0.7430; number 59, N, carries -0.3035; number 60, C, carries 0.5058; number 61, N, carries -0.3534; number 62, O, carries -0.4168; number 63, H, carries 0.2741; number 64, H, carries 0.2077; number 65, H, carries 0.2742; number 66, H, carries 0.2227; number 67, H, carries 0.1938; number 68, H, carries 0.0077; number 69, Te, carries -0.3899; number 70, C, carries -0.0700; number 71, C, carries -0.4470; number 72, C, carries -0.4238; number 73, C, carries -0.4768; number 74, S, carries -0.1956; number 75, H, carries 0.3695; number 76, H, carries 0.3136; number 77, H, carries 0.3503

Record 3
ORCA calculation (ωB97M-V/def2-TZVPD) on C30H30Cl2FGeMoN4O2S as an isolated structure at a distorted geometry.

XYZ file:
```
72
C30H30Cl2FGeMoN4O2S (ωB97M-V/def2-TZVPD)
Mo 1.5797 2.5301 0.7171
C -2.3394 4.3934 0.7773
C -1.0552 3.7367 0.4346
N -0.0479 3.6559 1.2476
N -0.1566 4.2469 2.4661
C 1.0183 4.5245 2.9665
N 1.1046 5.0832 4.1724
S 2.5296 4.2605 2.0866
C -0.7464 3.2073 -0.8947
C -1.6710 3.0597 -1.9097
C -1.2520 2.6003 -3.1457
C 0.0917 2.3092 -3.3395
C 0.9552 2.4394 -2.2773
N 0.5555 2.8842 -1.0758
H -2.1816 5.1012 1.5847
H -3.0657 3.6504 1.1199
H -2.7572 4.9046 -0.0900
H 0.2752 5.2430 4.7198
H 2.0038 5.2994 4.5598
H -2.7090 3.2924 -1.7156
H -1.9608 2.4608 -3.9517
H 0.4623 1.9587 -4.2923
H 1.9995 2.1727 -2.3674
Cl 3.5739 4.0238 -1.0771
C 5.1355 4.3729 -0.2584
Cl 5.7244 3.0636 0.7501
H 4.9899 5.2560 0.3477
H 5.8521 4.5421 -1.0486
F 1.4243 1.5451 2.2669
O 3.0619 1.1755 0.0399
C 2.2434 0.2090 -0.1826
O 1.0119 0.4744 -0.1010
C 2.7251 -1.1560 -0.5454
C 2.0072 -2.3234 0.1609
Ge 0.0336 -2.4978 0.0121
C -0.3756 -4.3301 0.5998
C 0.5972 -5.3170 0.7578
C 0.2484 -6.6049 1.1527
C -1.0808 -6.9217 1.3899
C -2.0614 -5.9485 1.2436
C -1.7084 -4.6628 0.8565
C -1.0295 -1.3806 1.2140
C -0.7674 -1.3907 2.5821
C -1.5229 -0.6153 3.4537
C -2.5572 0.1716 2.9652
C -2.8359 0.1781 1.6042
C -2.0704 -0.5878 0.7315
C -0.5583 -2.3052 -1.8482
C -1.1780 -3.3833 -2.4828
C -1.6025 -3.2850 -3.8033
C -1.4082 -2.1092 -4.5137
C -0.7924 -1.0289 -3.8964
C -0.3750 -1.1251 -2.5744
H 3.7982 -1.1775 -0.3635
H 2.5625 -1.2538 -1.6247
H 2.2597 -2.3452 1.2236
H 2.4004 -3.2369 -0.2844
H 1.6422 -5.0899 0.5789
H 1.0162 -7.3595 1.2727
H -1.3527 -7.9247 1.6961
H -3.0994 -6.1914 1.4359
H -2.4801 -3.9039 0.7629
H 0.0229 -2.0207 2.9792
H -1.3080 -0.6315 4.5153
H -3.1547 0.7681 3.6440
H -3.6687 0.7595 1.2231
H -2.2934 -0.5839 -0.3319
H -1.3264 -4.3124 -1.9455
H -2.0828 -4.1326 -4.2782
H -1.7310 -2.0359 -5.5453
H -0.6328 -0.1104 -4.4522
H 0.0904 -0.2705 -2.0955
```

max |F|	2.3	eV/Å
HOMO-LUMO gap (alpha / beta)	6.326 / 5.982	eV
spin multiplicity	3
net charge	+1
⟨S²⟩	2.029

The molecule's Mulliken atomic charges, reported in e, are given here: number 1, Mo, carries 0.0068; number 2, C, carries -1.5626; number 3, C, carries 0.7573; number 4, N, carries 1.4416; number 5, N, carries -1.6158; number 6, C, carries 0.7023; number 7, N, carries -0.3597; number 8, S, carries -0.3209; number 9, C, carries 0.5640; number 10, C, carries -0.7584; number 11, C, carries -0.3342; number 12, C, carries -1.2693; number 13, C, carries 0.0649; number 14, N, carries -0.0265; number 15, H, carries 0.4428; number 16, H, carries 0.2347; number 17, H, carries 0.4803; number 18, H, carries 0.2357; number 19, H, carries 0.2059; number 20, H, carries 0.4316; number 21, H, carries 0.4536; number 22, H, carries 0.5015; number 23, H, carries 0.5586; number 24, Cl, carries 0.0654; number 25, C, carries -0.5203; number 26, Cl, carries -0.0808; number 27, H, carries 0.3770; number 28, H, carries 0.3603; number 29, F, carries -0.5108; number 30, O, carries -0.4274; number 31, C, carries 1.1330; number 32, O, carries 0.3893; number 33, C, carries -1.3651; number 34, C, carries -1.0499; number 35, Ge, carries 1.8172; number 36, C, carries -0.0539; number 37, C, carries -0.5188; number 38, C, carries -0.6511; number 39, C, carries -0.5092; number 40, C, carries -0.7210; number 41, C, carries -0.2224; number 42, C, carries 0.0067; number 43, C, carries -0.3845; number 44, C, carries -0.7519; number 45, C, carries -0.5744; number 46, C, carries -0.6444; number 47, C, carries -0.0755; number 48, C, carries -0.4732; number 49, C, carries -0.2650; number 50, C, carries -0.7870; number 51, C, carries -0.6973; number 52, C, carries -0.6102; number 53, C, carries 0.8198; number 54, H, carries 0.4999; number 55, H, carries 0.3023; number 56, H, carries 0.4636; number 57, H, carries 0.3632; number 58, H, carries 0.2326; number 59, H, carries 0.4009; number 60, H, carries 0.3871; number 61, H, carries 0.4057; number 62, H, carries 0.3895; number 63, H, carries 0.3904; number 64, H, carries 0.4335; number 65, H, carries 0.4009; number 66, H, carries 0.5407; number 67, H, carries 0.3785; number 68, H, carries 0.3459; number 69, H, carries 0.4102; number 70, H, carries 0.3918; number 71, H, carries 0.2697; number 72, H, carries 0.0847